(1)
Molecular formula: C20H38N2O4P
Method: DFT, ωB97M-V/def2-TZVPD

Results
Orbital gap ... 7.21 eV
Max |F| ... 0.0778 hartree/bohr
HOMO level ... -11.769 eV
LUMO ... -4.56 eV

```
! RIJCOSX wB97M-V def2-TZVPD def2/J DEFGRID3
* xyz 1 1
C -0.6783 4.3467 0.9940
C -0.9506 4.7334 -0.5448
C -0.7206 3.5326 -1.5946
C 0.7395 2.9234 -1.3162
C 1.3410 2.0440 -2.5349
C 1.7206 0.5977 -1.8987
C 2.7058 -0.2789 -2.8125
C 2.8799 -1.7113 -2.0400
C 2.0199 -2.8653 -2.7612
C 0.8860 -3.5209 -1.8179
C -0.2633 -2.4797 -1.4185
C -0.2841 -1.8935 0.0368
N -1.2772 -0.9124 0.4510
C -1.2889 -0.3034 1.8437
C -2.3155 -0.4274 -0.4435
C -2.4215 -0.9384 -1.9061
P -3.8031 -0.2053 -2.9748
N -3.1226 0.3548 -4.3020
O -4.5485 1.0675 -2.1247
O -5.0224 -1.3241 -3.3651
C -1.3815 -2.0053 -2.4195
O -1.4667 -2.5083 -3.7450
H 0.1333 5.0523 1.4100
H -0.4253 3.2507 1.1809
H -1.6280 4.5754 1.6031
H -2.0281 5.1285 -0.6744
H -0.2460 5.5977 -0.8047
H -1.5222 2.6992 -1.5124
H -0.7486 4.0163 -2.6430
H 1.4805 3.7438 -1.0327
H 0.6295 2.2281 -0.3958
H 2.2410 2.5647 -3.0055
H 0.5213 1.9456 -3.3436
H 0.7225 0.0260 -1.8342
H 2.1302 0.7459 -0.8262
H 2.3319 -0.4143 -3.8886
H 3.7517 0.2167 -2.8209
H 4.0014 -1.9873 -2.1008
H 2.5666 -1.5866 -0.9466
H 1.6180 -2.5024 -3.7770
H 2.7648 -3.7136 -3.0158
H 1.4184 -3.8753 -0.8598
H 0.4210 -4.3922 -2.4097
H 0.4947 -2.2333 0.8114
H -0.4777 -0.7660 2.5101
H -2.3562 -0.4401 2.2498
H -1.1608 0.8305 1.6820
H -3.0637 0.3705 -0.0819
H -2.1110 0.1275 -4.2178
H -3.8141 1.6333 -1.7866
H -5.7950 -0.7805 -3.6651
H -1.6090 -3.4863 -3.7383
C 1.9185 -2.0856 6.1027
C 1.3420 -0.8174 6.6919
C 0.9927 -0.0217 5.4501
O 0.6667 -0.9737 4.4247
C 1.0571 -2.2818 4.8712
H 1.8893 -2.9386 6.7822
H 2.9595 -1.9178 5.8078
H 0.4322 -1.0506 7.2545
H 2.0281 -0.2899 7.3561
H 1.8474 0.5668 5.1012
H 0.1473 0.6519 5.6081
H 0.1454 -2.8401 5.1097
H 1.5847 -2.8025 4.0684
*
```

The net atomic charges from Mulliken, expressed in e, are: atom 1 (C): -0.74, atom 2 (C): -0.57, atom 3 (C): 0.00, atom 4 (C): -0.24, atom 5 (C): -0.58, atom 6 (C): -0.13, atom 7 (C): -0.79, atom 8 (C): -0.47, atom 9 (C): -0.66, atom 10 (C): -1.22, atom 11 (C): 0.22, atom 12 (C): -0.32, atom 13 (N): 0.33, atom 14 (C): -0.41, atom 15 (C): -0.38, atom 16 (C): -0.08, atom 17 (P): 1.10, atom 18 (N): -0.71, atom 19 (O): -0.57, atom 20 (O): -0.49, atom 21 (C): 0.45, atom 22 (O): -0.49, atom 23 (H): 0.24, atom 24 (H): 0.05, atom 25 (H): 0.29, atom 26 (H): 0.33, atom 27 (H): 0.32, atom 28 (H): -0.28, atom 29 (H): 0.38, atom 30 (H): 0.28, atom 31 (H): 0.00, atom 32 (H): 0.34, atom 33 (H): 0.28, atom 34 (H): -0.18, atom 35 (H): 0.32, atom 36 (H): 0.25, atom 37 (H): 0.34, atom 38 (H): 0.46, atom 39 (H): 0.22, atom 40 (H): 0.38, atom 41 (H): 0.35, atom 42 (H): 0.35, atom 43 (H): 0.35, atom 44 (H): 0.38, atom 45 (H): 0.07, atom 46 (H): 0.35, atom 47 (H): 0.17, atom 48 (H): 0.50, atom 49 (H): 0.26, atom 50 (H): 0.27, atom 51 (H): 0.34, atom 52 (H): 0.38, atom 53 (C): -0.57, atom 54 (C): -0.56, atom 55 (C): -0.50, atom 56 (O): -0.31, atom 57 (C): -0.48, atom 58 (H): 0.34, atom 59 (H): 0.28, atom 60 (H): 0.27, atom 61 (H): 0.34, atom 62 (H): 0.29, atom 63 (H): 0.28, atom 64 (H): 0.32, atom 65 (H): 0.26

***

(2)
Molecular formula: C20H38N8OsSSi2
Method: DFT, ωB97M-V/def2-TZVPD

Results
Orbital gap (alpha / beta) ... 6.50 / 6.50 eV
Max |F| ... 0.0096 hartree/bohr
HOMO level (alpha / beta) ... -13.364 / -13.368 eV
Energy above the lowest of the compared OMol25 structures with the same formula, charge and spin ... 2.0 kcal/mol
LUMO (alpha / beta) ... -6.86 / -6.87 eV

```
! RIJCOSX wB97M-V def2-TZVPD def2/J DEFGRID3
* xyz 2 1
Os 0.0102 -0.4204 -1.0000
C -3.2032 -3.1606 0.5037
Si -2.1070 -2.6280 -0.8921
C -2.6690 -3.1412 -2.5823
C -0.2882 -3.0938 -0.6073
N -1.8671 -0.8451 -0.8751
C -2.7088 0.1705 -1.0795
C -4.1185 0.0620 -1.2407
C -4.8472 1.1924 -1.4178
C -4.2120 2.4679 -1.4606
C -2.8682 2.6094 -1.3045
C -2.0629 1.4527 -1.0998
N -0.7299 1.4279 -0.9091
Si 0.2772 2.8940 -0.5224
C 1.8629 2.2756 0.2461
C -0.6016 3.9321 0.7545
C 0.6181 3.7682 -2.1286
H -3.2546 -4.2509 0.5447
H -4.2229 -2.7911 0.3858
H -2.8250 -2.8110 1.4660
H -2.6722 -4.2312 -2.6566
H -2.0005 -2.7537 -3.3538
H -3.6783 -2.7968 -2.8093
H -0.0466 -4.0385 -1.0993
H -0.0244 -3.1977 0.4446
H 0.4411 -2.3900 -1.0956
H -4.5924 -0.9110 -1.2189
H -5.9195 1.1344 -1.5420
H -4.8203 3.3452 -1.6353
H -2.4135 3.5853 -1.3785
H 1.7081 1.6256 1.1107
H 2.3962 3.1574 0.6127
H 2.5222 1.7692 -0.4575
H -0.7226 3.3760 1.6873
H -1.5804 4.3048 0.4622
H 0.0228 4.8000 0.9802
H 1.1168 3.1066 -2.8398
H 1.2824 4.6169 -1.9509
H -0.2853 4.1510 -2.6048
S 1.4920 -0.0263 -2.7090
C 2.3523 -1.5140 -3.0277
N 2.6445 -1.9578 -4.2327
C 3.4637 -3.1784 -4.1918
C 3.6820 -3.3761 -2.6731
N 2.8731 -2.2917 -2.0946
H 2.3274 -1.5078 -5.0762
H 4.3969 -3.0272 -4.7294
H 2.9244 -4.0075 -4.6456
H 4.7252 -3.2575 -2.3866
H 3.3280 -4.3440 -2.3254
H 2.8401 -2.0606 -1.1114
C 2.8480 1.1393 4.5722
C 1.3530 1.1637 4.8730
C 0.6614 2.3355 4.1841
C 0.6784 -0.1664 4.5338
N 0.7304 -0.4681 3.0946
C -0.1054 -0.1233 2.1173
N 0.4017 -0.5925 0.9940
N 1.5503 -1.2316 1.3119
N 1.7424 -1.1606 2.5687
H 3.3135 2.0602 4.9205
H 3.0387 1.0638 3.4989
H 3.3462 0.3035 5.0638
H 1.2165 1.2634 5.9534
H 0.8319 2.3060 3.1026
H 1.0702 3.2796 4.5407
H -0.4143 2.3489 4.3726
H -0.3752 -0.1615 4.8110
H 1.1704 -1.0018 5.0281
H -1.0235 0.4271 2.2258
*
```

The net atomic charges from Mulliken, expressed in e, are: atom 1 (Os): 0.89, atom 2 (C): -0.99, atom 3 (Si): -0.18, atom 4 (C): -1.02, atom 5 (C): -0.84, atom 6 (N): 0.11, atom 7 (C): 0.92, atom 8 (C): -0.74, atom 9 (C): -0.91, atom 10 (C): -0.92, atom 11 (C): -0.76, atom 12 (C): 0.97, atom 13 (N): 0.21, atom 14 (Si): -0.13, atom 15 (C): -0.42, atom 16 (C): -1.00, atom 17 (C): -1.04, atom 18 (H): 0.40, atom 19 (H): 0.37, atom 20 (H): 0.31, atom 21 (H): 0.40, atom 22 (H): 0.32, atom 23 (H): 0.36, atom 24 (H): 0.52, atom 25 (H): 0.34, atom 26 (H): 0.08, atom 27 (H): 0.31, atom 28 (H): 0.44, atom 29 (H): 0.44, atom 30 (H): 0.39, atom 31 (H): -0.23, atom 32 (H): 0.47, atom 33 (H): 0.39, atom 34 (H): 0.19, atom 35 (H): 0.44, atom 36 (H): 0.43, atom 37 (H): 0.31, atom 38 (H): 0.37, atom 39 (H): 0.36, atom 40 (S): -0.54, atom 41 (C): 0.55, atom 42 (N): -0.13, atom 43 (C): -0.48, atom 44 (C): -0.52, atom 45 (N): 0.02, atom 46 (H): 0.23, atom 47 (H): 0.32, atom 48 (H): 0.31, atom 49 (H): 0.30, atom 50 (H): 0.32, atom 51 (H): 0.11, atom 52 (C): -1.47, atom 53 (C): 0.74, atom 54 (C): -1.14, atom 55 (C): -1.20, atom 56 (N): 0.73, atom 57 (C): -0.52, atom 58 (N): 0.03, atom 59 (N): -0.03, atom 60 (N): -0.76, atom 61 (H): 0.43, atom 62 (H): 0.22, atom 63 (H): 0.40, atom 64 (H): 0.35, atom 65 (H): -0.03, atom 66 (H): 0.51, atom 67 (H): 0.37, atom 68 (H): 0.43, atom 69 (H): 0.39, atom 70 (H): 0.49

***

(3)
Molecular formula: C20H39As3BaF5O
Method: DFT, ωB97M-V/def2-TZVPD

Results
Orbital gap ... 7.05 eV
Max |F| ... 0.1211 hartree/bohr
HOMO level ... -4.621 eV
Energy above the lowest of the compared OMol25 structures with the same formula, charge and spin ... 7.7 kcal/mol
LUMO ... 2.43 eV

```
! RIJCOSX wB97M-V def2-TZVPD def2/J DEFGRID3
* xyz -1 1
Ba -0.4480 -1.5877 -1.7947
C 3.3166 0.5704 -0.0790
As 1.6967 1.5831 -0.5732
C 2.8133 2.9208 -1.5437
C 1.2295 2.5972 1.0986
C -0.0332 3.4818 1.1534
C -0.0216 4.3961 -0.1160
C -1.3692 2.6830 1.2497
As -2.1543 1.6780 -0.3202
C -3.2235 3.1111 -1.1955
C -3.8412 0.9117 0.4820
C 0.1009 4.4948 2.3829
As 0.1084 4.0331 4.3700
C 2.0666 4.1517 4.6375
C -0.1322 2.0418 4.4315
H 3.7650 0.8642 0.8913
H 4.0499 0.7947 -0.8863
H 3.0726 -0.4865 -0.0570
H 3.7037 3.2750 -0.9689
H 2.2240 3.7939 -1.8588
H 3.1478 2.4347 -2.4638
H 2.0798 3.2610 1.2594
H 1.2532 1.7709 1.8362
H 0.0943 3.8135 -1.0104
H 0.8164 5.0905 0.0695
H -0.9553 4.9886 -0.2504
H -2.2037 3.3436 1.4233
H -1.2607 1.9103 2.0561
H -3.6418 3.7787 -0.4439
H -4.0741 2.5393 -1.6615
H -2.6205 3.5513 -1.9699
H -4.6041 1.7154 0.5728
H -3.5914 0.4004 1.4279
H -4.1889 0.1479 -0.2220
H -0.7035 5.2762 2.3550
H 1.0241 5.0524 2.3255
H 2.4086 5.1513 4.4470
H 2.5186 3.4838 3.8942
H 2.3825 3.8333 5.6755
H -1.2152 1.8766 4.2593
H 0.1093 1.7675 5.4625
H 0.5294 1.5094 3.7316
F 1.0383 -1.2924 1.9455
C 0.4694 -2.1202 1.0052
F 1.0015 -3.3612 1.1973
C -0.9782 -2.2745 1.5030
F -1.1645 -3.1105 2.5726
F -1.6911 -2.8301 0.4681
F -1.6374 -1.1049 1.7215
C -0.0927 -0.2048 -4.4967
O 0.0528 0.0358 -3.1384
H 0.8129 0.1004 -5.0533
H -0.9184 0.4590 -4.9045
H -0.3087 -1.2384 -4.7818
C -0.6674 -7.3217 -3.0947
C -0.0887 -6.1834 -2.2520
C -0.7814 -6.1767 -0.8622
C 1.4320 -6.2921 -2.0827
C -0.2833 -4.9342 -2.9213
C -0.3547 -3.7133 -3.3192
H -0.4426 -8.3149 -2.6400
H -0.2918 -7.3125 -4.1600
H -1.7933 -7.2903 -3.1718
H -0.6504 -7.1788 -0.3383
H -1.8920 -5.9901 -1.0252
H -0.3692 -5.3521 -0.1867
H 1.6003 -7.2449 -1.5111
H 1.8120 -5.3881 -1.4919
H 1.9582 -6.3701 -3.0592
*
```

The net atomic charges from Mulliken, expressed in e, are: atom 1 (Ba): 1.61, atom 2 (C): -1.17, atom 3 (As): 0.73, atom 4 (C): -1.39, atom 5 (C): -1.26, atom 6 (C): 2.70, atom 7 (C): -1.95, atom 8 (C): -1.33, atom 9 (As): 0.57, atom 10 (C): -1.43, atom 11 (C): -1.19, atom 12 (C): -1.96, atom 13 (As): 0.30, atom 14 (C): -1.03, atom 15 (C): -0.95, atom 16 (H): 0.33, atom 17 (H): 0.42, atom 18 (H): 0.27, atom 19 (H): 0.34, atom 20 (H): 0.39, atom 21 (H): 0.42, atom 22 (H): 0.54, atom 23 (H): -0.10, atom 24 (H): 0.37, atom 25 (H): 0.45, atom 26 (H): 0.32, atom 27 (H): 0.57, atom 28 (H): -0.03, atom 29 (H): 0.41, atom 30 (H): 0.43, atom 31 (H): 0.34, atom 32 (H): 0.37, atom 33 (H): 0.35, atom 34 (H): 0.35, atom 35 (H): 0.47, atom 36 (H): 0.56, atom 37 (H): 0.34, atom 38 (H): 0.24, atom 39 (H): 0.36, atom 40 (H): 0.25, atom 41 (H): 0.48, atom 42 (H): 0.18, atom 43 (F): -0.31, atom 44 (C): -0.28, atom 45 (F): -0.36, atom 46 (C): 0.78, atom 47 (F): -0.31, atom 48 (F): -0.29, atom 49 (F): -0.18, atom 50 (C): -0.63, atom 51 (O): -0.78, atom 52 (H): 0.21, atom 53 (H): 0.18, atom 54 (H): 0.19, atom 55 (C): -1.62, atom 56 (C): 2.54, atom 57 (C): -1.08, atom 58 (C): -1.43, atom 59 (C): 0.42, atom 60 (C): -2.48, atom 61 (H): 0.34, atom 62 (H): 0.36, atom 63 (H): 0.34, atom 64 (H): 0.32, atom 65 (H): 0.31, atom 66 (H): 0.11, atom 67 (H): 0.35, atom 68 (H): 0.23, atom 69 (H): 0.39

***

Q: Among the records above, which one has the lowest max |F|?
A: C20H38N8OsSSi2

***

Q: Among the records above, which one has the highest max |F|?
A: C20H39As3BaF5O

***

Q: Which of these has the lowest max |F|?
A: C20H38N8OsSSi2